Entry 1:
# C4H5NO

An isolated molecule of C4H5NO at a distorted geometry (ωB97M-V/def2-TZVPD, OMol25).

Geometry (Å):
1 C -1.771 0.205 -0.212
2 C -0.500 -0.098 -0.457
3 C 0.670 0.730 -0.541
4 C 1.559 0.029 0.161
5 N 1.096 -1.249 0.532
6 O -0.198 -1.374 -0.090
7 H 0.425 -0.912 1.556
8 H -2.063 1.220 -0.426
9 H -2.524 -0.565 -0.034
10 H 0.751 1.718 -0.962
11 H 2.555 0.297 0.473

The value obtained for the HOMO-LUMO gap is 9.013 eV. The calculation puts the HOMO energy at -8.27 eV. As for the spin multiplicity: 1. As for the total energy: -285.25235 hartree. Its SMILES is C=C1C=CNO1. The calculation puts the lowest unoccupied orbital energy at 0.7 eV.

---

Entry 2:
# C4H5NO

An isolated molecule of C4H5NO (ωB97M-V/def2-TZVPD, OMol25).

Geometry (Å):
1 C 0.699 -0.904 0.340
2 C -0.074 -0.485 -0.877
3 O -1.483 -0.319 -0.758
4 C -1.806 0.624 0.144
5 N -0.636 1.162 0.551
6 C 0.551 0.554 -0.012
7 H 0.171 -1.251 1.223
8 H 1.663 -1.370 0.157
9 H 0.231 -0.765 -1.877
10 H -0.646 1.609 1.453
11 H 1.383 1.184 -0.313

The value obtained for the HOMO-LUMO gap is 9.933 eV. The calculation puts the HOMO energy at -9.00 eV. As for the spin multiplicity: 1. As for the total energy: -285.31719 hartree. The calculation puts the lowest unoccupied orbital energy at 0.9 eV.

---

Entry 3:
# C4H5NO

An isolated molecule of C4H5NO at a distorted geometry (ωB97M-V/def2-TZVPD, OMol25).

Geometry (Å):
1 C -1.355 -0.319 0.026
2 C 0.057 0.234 -0.161
3 C 1.172 -0.603 0.304
4 O 0.967 -0.389 -1.077
5 C 0.414 1.655 -0.274
6 N 0.941 2.661 -0.503
7 H -1.958 -0.343 -0.884
8 H -1.274 -1.349 0.395
9 H -1.912 0.232 0.793
10 H 2.009 -0.147 0.827
11 H 0.937 -1.632 0.555

The value obtained for the HOMO-LUMO gap is 11.790 eV. The calculation puts the HOMO energy at -11.03 eV. As for the spin multiplicity: 1. As for the total energy: -285.34274 hartree. Its SMILES is C[C@@]1(C#N)CO1. The calculation puts the lowest unoccupied orbital energy at 0.8 eV.

---

Entry 4:
# C4H5NO

An isolated molecule of C4H5NO at a distorted geometry (ωB97M-V/def2-TZVPD, OMol25).

Geometry (Å):
1 C 0.752 -0.483 0.034
2 C 0.513 0.709 0.825
3 C -0.190 0.630 -0.460
4 C -1.630 0.324 -0.612
5 H -0.361 -2.072 -0.247
6 H 1.668 -0.443 -0.423
7 H 1.366 1.366 0.923
8 H -0.071 0.677 1.742
9 H 0.356 1.098 -1.262
10 N -2.713 -0.083 -0.867
11 O 0.309 -1.723 0.347

The value obtained for the HOMO-LUMO gap is 11.210 eV. The calculation puts the HOMO energy at -10.46 eV. As for the spin multiplicity: 1. As for the total energy: -285.34544 hartree. Its SMILES is N#C[C@H]1C[C@H]1O. The calculation puts the lowest unoccupied orbital energy at 0.8 eV.

---

Entry 5:
# C4H5NO2

A structure of composition C4H5NO2 at a distorted geometry (ωB97M-V/def2-TZVPD, OMol25).

Geometry (Å):
1 O 1.063 2.026 1.179
2 C 0.655 1.033 0.659
3 N 1.302 -0.026 0.059
4 C 0.414 -1.042 -0.469
5 C -0.949 -0.482 -0.109
6 O -0.807 0.197 1.164
7 C -1.047 0.951 -0.225
8 H 2.112 0.262 -0.457
9 H 0.602 -2.006 0.019
10 H 0.511 -1.164 -1.555
11 H -1.811 -1.130 -0.116
12 H -2.045 1.378 -0.149

The value obtained for the HOMO-LUMO gap is 9.659 eV. The calculation puts the HOMO energy at -8.80 eV. As for the spin multiplicity: 1. As for the total energy: -360.51468 hartree. The calculation puts the lowest unoccupied orbital energy at 0.9 eV.

---

Entry 6:
# C4H5NO2

An isolated molecule of C4H5NO2 (ωB97M-V/def2-TZVPD, OMol25).

Geometry (Å):
1 C 0.914 1.989 -0.426
2 O 0.807 0.671 -0.948
3 C 0.125 -0.205 -0.214
4 N -0.399 0.098 0.937
5 O -0.996 -1.040 1.418
6 C -0.800 -2.018 0.472
7 C -0.014 -1.615 -0.630
8 H -0.077 2.434 -0.295
9 H 1.434 1.990 0.536
10 H 1.486 2.554 -1.162
11 H -1.009 -3.024 0.819
12 H -1.470 -1.834 -0.508

The value obtained for the HOMO-LUMO gap is 9.856 eV. The calculation puts the HOMO energy at -9.63 eV. As for the spin multiplicity: 1. As for the total energy: -360.46802 hartree. The calculation puts the lowest unoccupied orbital energy at 0.2 eV.

---

Entry 7:
# C4H5NO2

An isolated molecule of C4H5NO2 at a distorted geometry (ωB97M-V/def2-TZVPD, OMol25).

Geometry (Å):
1 O 1.092 2.360 -0.084
2 C 0.678 1.240 -0.006
3 N 1.388 0.028 -0.051
4 C 0.471 -1.011 -0.580
5 C -0.907 -0.607 -0.071
6 O -0.847 -0.409 1.334
7 C -0.785 0.755 0.462
8 H 0.905 0.166 0.963
9 H 0.791 -1.991 -0.213
10 H 0.477 -1.046 -1.675
11 H -1.819 -1.010 -0.497
12 H -1.560 1.483 0.635

The value obtained for the HOMO-LUMO gap is 10.652 eV. The calculation puts the HOMO energy at -9.87 eV. As for the spin multiplicity: 1. As for the total energy: -360.54292 hartree. Its SMILES is O=C1NC[C@H]2O[C@@H]12. The calculation puts the lowest unoccupied orbital energy at 0.8 eV.

---

Entry 8:
# C4H5NO2

An isolated molecule of C4H5NO2 at a distorted geometry (ωB97M-V/def2-TZVPD, OMol25).

Geometry (Å):
1 O -2.399 0.753 -0.251
2 C -1.571 -0.342 0.045
3 C -0.090 -0.008 0.059
4 N 0.269 1.110 -0.499
5 O 1.666 1.107 -0.559
6 C 2.070 -0.059 -0.093
7 C 1.075 -0.815 0.434
8 H -1.975 1.288 -0.936
9 H -1.865 -0.715 1.027
10 H -1.746 -1.169 -0.669
11 H 3.121 -0.290 0.004
12 H 1.500 -0.781 1.433

The value obtained for the HOMO-LUMO gap is 10.709 eV. The calculation puts the HOMO energy at -9.85 eV. As for the spin multiplicity: 1. As for the total energy: -360.52999 hartree. Its SMILES is OCc1ccon1. The calculation puts the lowest unoccupied orbital energy at 0.9 eV.